No. 1
DFT (ωB97M-V/def2-TZVPD) results for C9H13CuN3O4 as an isolated structure.

Output
HOMO-LUMO gap (spin up / spin down)	8.20 / 4.74	eV
spin multiplicity	2
lowest unoccupied orbital energy (spin up / spin down)	-8.31 / -11.34	eV
charge	+2

Each line ends with the Mulliken spin population.
Atoms and positions in Å:
Cu: 0.000 0.000 0.000  0.21
O: 0.030 3.741 -1.993  0.00
C: 0.019 2.730 -1.442  0.00
C: 1.557 -0.808 0.440  0.02
O: 2.548 -1.323 0.720  -0.01
C: -1.575 -0.780 0.426  0.08
O: -2.578 -1.276 0.698  -0.02
C: -0.001 -0.867 -1.590  0.05
O: -0.001 -1.416 -2.598  0.00
C: -2.587 2.651 3.010  0.01
N: -1.385 2.150 3.667  -0.03
C: -1.604 1.794 5.075  0.00
C: -0.337 1.464 2.896  -0.07
N: -0.587 1.170 1.623  0.36
N: 0.837 0.982 3.633  0.36
C: 1.309 1.609 4.865  0.00
C: 1.688 -0.072 3.169  -0.01
H: -3.264 3.155 3.738  0.00
H: -3.165 1.799 2.583  0.00
H: -2.325 3.391 2.232  0.00
H: -1.076 0.864 5.365  0.00
H: -1.332 2.645 5.738  0.00
H: -2.671 1.556 5.280  0.00
H: -1.449 1.542 1.210  -0.01
H: 1.266 0.883 5.710  0.02
H: 2.367 1.922 4.738  0.02
H: 0.773 2.536 5.118  0.00
H: 1.085 -0.978 2.941  0.01
H: 2.306 0.362 2.369  0.02
H: 2.431 -0.382 3.938  0.00


No. 2
DFT (ωB97M-V/def2-TZVPD) results for C3H3Br2NO4 as an isolated structure.

Output
HOMO-LUMO gap	9.51	eV
spin multiplicity	1
energy relative to the best compared isomer or geometry (same formula, charge and spin)	8.9	kcal per mole
lowest unoccupied orbital energy	0.19	eV

Each line ends with the Mulliken charge.
Atoms and positions in Å:
C: 1.389 -1.594 0.490  0.24
C: 0.596 1.748 -0.801  -0.13
C: -1.630 -0.292 -0.075  -0.01
N: -0.636 -0.292 0.726  0.79
O: 1.967 -0.738 -0.106  -0.40
O: 0.109 -1.540 0.931  -0.32
O: -0.343 0.638 1.471  -0.64
O: 0.085 1.095 -1.680  -0.38
Br: -2.779 1.149 0.003  0.04
Br: -1.827 -1.714 -1.135  -0.01
H: 1.649 -2.678 0.826  0.27
H: 1.475 1.637 -0.282  0.33
H: -0.055 2.581 -0.370  0.21


No. 3
DFT (ωB97M-V/def2-TZVPD) results for a 2-piece molecular cluster, C6H12O overall.

Output
HOMO-LUMO gap	11.02	eV
spin multiplicity	1
energy relative to the best compared isomer or geometry (same formula, charge and spin)	49.2	kcal per mole
lowest unoccupied orbital energy	1.06	eV
SMILES string	C=CCCO.C=C

Each line ends with the Mulliken charge.
Atoms and positions in Å:
C: 1.261 0.157 2.273  -0.40
C: 2.179 -0.283 1.421  -0.39
C: 0.289 -0.159 -1.425  -0.24
C: -0.019 -1.453 -1.356  -0.77
C: -0.430 0.986 -0.760  -0.26
C: -1.740 0.629 -0.064  -0.75
O: -2.758 0.237 -0.962  -0.53
H: 0.252 1.455 -0.037  0.33
H: 1.525 0.681 3.188  0.23
H: 0.198 0.005 2.091  0.17
H: 1.896 -0.806 0.511  0.21
H: 3.242 -0.135 1.594  0.23
H: 1.159 0.131 -2.016  0.32
H: 0.566 -2.199 -1.887  0.27
H: -0.845 -1.831 -0.755  0.25
H: -0.644 1.745 -1.523  0.31
H: -1.570 -0.144 0.704  0.30
H: -2.125 1.513 0.452  0.36
H: -2.435 -0.532 -1.451  0.37


No. 4
DFT (ωB97M-V/def2-TZVPD) results for a 2-piece molecular cluster, C5H14 overall.

Output
HOMO-LUMO gap (spin up / spin down)	2.70 / 12.09	eV
spin multiplicity	2
energy relative to the best compared isomer or geometry (same formula, charge and spin)	5.6	kcal per mole
lowest unoccupied orbital energy (spin up / spin down)	4.26 / 4.26	eV
charge	-1

Each line ends with the Mulliken spin population.
Atoms and positions in Å:
C: -1.932 -0.564 1.477  2.04
C: -2.215 -1.574 0.380  1.03
H: -2.306 -0.910 2.445  -0.61
H: -0.862 -0.413 1.654  -0.17
H: -2.327 0.424 1.318  -0.61
H: -3.283 -1.671 0.219  -0.51
H: -1.826 -2.538 0.720  -0.27
H: -1.728 -1.335 -0.559  -0.19
C: 1.505 1.104 -1.208  0.20
C: 1.492 1.733 0.174  0.95
C: 1.476 -0.446 -1.179  0.27
H: 0.718 1.409 -1.898  -0.46
H: 2.401 1.503 -1.673  0.26
H: 2.441 1.550 0.689  -0.25
H: 0.790 -0.748 -1.953  0.09
H: 2.450 -0.908 -1.346  -0.47
H: 0.703 1.374 0.804  -0.11
H: 1.408 2.827 0.167  -0.33
H: 1.094 -0.818 -0.231  0.15


No. 5
DFT (ωB97M-V/def2-TZVPD) results for C5H9NOS as an isolated structure.

Output
HOMO-LUMO gap	8.39	eV
spin multiplicity	1
energy relative to the best compared isomer or geometry (same formula, charge and spin)	156.6	kcal per mole
lowest unoccupied orbital energy	0.00	eV

Each line ends with the Mulliken charge.
Atoms and positions in Å:
C: -1.757 1.094 1.197  -1.05
C: -1.298 0.230 0.068  0.11
C: -0.059 -0.364 -0.007  0.00
C: 0.327 -1.305 -1.075  -0.40
C: 1.097 -0.167 1.014  -0.24
H: -1.015 1.232 1.969  0.36
H: -2.923 0.731 1.550  0.26
H: -2.048 2.198 0.888  0.26
H: -1.929 -0.423 -0.607  0.26
H: 0.371 -2.562 -0.775  0.27
H: -0.469 -1.265 -2.102  0.26
H: 2.443 -1.329 -1.294  0.37
H: 1.367 -1.078 1.646  0.34
H: 1.002 0.852 -1.295  0.30
N: 1.895 0.908 0.983  -0.37
O: 1.441 -0.815 -1.779  -0.54
S: 1.555 2.063 -0.381  -0.18


No. 6
DFT (ωB97M-V/def2-TZVPD) results for one molecule with the formula C7H10O3.

Output
HOMO-LUMO gap	10.42	eV
spin multiplicity	1
energy relative to the best compared isomer or geometry (same formula, charge and spin)	74.2	kcal per mole
lowest unoccupied orbital energy	0.77	eV
SMILES string	C#C[C@]1(O)CCO[C@]1(C)O

Each line ends with the Mulliken charge.
Atoms and positions in Å:
C: -3.093 0.972 0.308  -0.12
C: -2.050 0.395 0.173  -1.56
C: -0.571 -1.622 0.264  -1.01
C: 0.948 -1.698 0.298  -0.54
C: -0.867 -0.236 -0.244  1.48
C: 0.462 0.573 0.308  1.00
C: 0.876 1.864 -0.288  -1.30
O: 1.521 -0.403 0.181  -0.45
O: -0.847 -0.154 -1.592  -0.57
O: 0.223 0.785 1.743  -0.57
H: -3.783 1.631 0.683  0.49
H: -1.029 -2.348 -0.333  0.57
H: -1.081 -1.754 1.301  0.28
H: 1.238 -2.217 1.189  0.31
H: 1.341 -2.295 -0.640  0.28
H: 1.537 1.763 -1.243  0.29
H: 1.571 2.572 0.209  0.34
H: 0.126 2.602 -0.643  0.30
H: -0.276 -0.858 -1.860  0.42
H: 1.117 1.071 2.152  0.38


No. 7
DFT (ωB97M-V/def2-TZVPD) results for C19H24F4N3O2Tl as an isolated structure.

Output
HOMO-LUMO gap	5.80	eV
spin multiplicity	1
energy relative to the best compared isomer or geometry (same formula, charge and spin)	23.0	kcal per mole
lowest unoccupied orbital energy	0.34	eV

Each line ends with the Mulliken charge.
Atoms and positions in Å:
Tl: 0.729 -0.551 0.113  0.40
C: 0.597 -0.024 3.954  -0.67
O: 1.504 0.076 2.885  -0.12
C: 2.914 0.049 3.267  -0.62
C: 3.777 0.471 2.048  -0.42
O: 3.645 -0.531 1.034  -0.20
C: 4.679 -0.535 0.094  -0.81
H: 0.587 -1.081 4.327  0.26
H: -0.431 0.197 3.574  0.08
H: 0.870 0.704 4.711  0.33
H: 3.228 -0.997 3.571  0.27
H: 3.009 0.724 4.110  0.40
H: 4.853 0.489 2.351  0.41
H: 3.384 1.427 1.662  0.24
H: 5.589 -0.991 0.488  0.33
H: 4.904 0.472 -0.314  0.33
H: 4.332 -1.127 -0.802  0.19
F: 1.360 -0.215 -6.217  -0.30
C: 1.157 -0.226 -4.879  0.38
C: 1.305 0.981 -4.157  -0.49
C: 1.431 0.952 -2.747  -0.56
C: 1.206 -0.266 -2.137  0.12
C: 1.028 -1.442 -2.781  -0.42
C: 0.832 -1.392 -4.192  -0.75
H: 1.407 1.924 -4.645  0.41
H: 1.765 1.803 -2.164  0.44
H: 0.986 -2.398 -2.216  0.33
H: 0.563 -2.340 -4.639  0.37
C: -3.172 -5.002 -0.754  -0.86
N: -2.331 -4.545 0.325  0.04
C: -2.442 -5.222 1.612  -0.90
C: -1.473 -3.565 0.170  0.43
N: -0.834 -2.555 0.140  -0.47
H: -4.156 -5.256 -0.308  0.27
H: -2.766 -5.924 -1.181  0.31
H: -3.279 -4.208 -1.550  0.31
H: -3.503 -5.168 1.952  0.32
H: -1.798 -4.655 2.333  0.30
H: -2.148 -6.260 1.591  0.32
F: -1.876 6.732 -0.032  -0.24
C: -2.961 5.908 -0.064  0.79
F: -3.769 6.260 0.993  -0.27
F: -3.667 6.161 -1.208  -0.25
C: -2.527 4.453 -0.065  0.52
C: -2.687 3.699 1.121  -0.49
C: -2.135 2.436 1.100  -0.36
N: -1.599 1.886 0.009  -0.24
C: -1.605 2.548 -1.157  -0.34
C: -1.977 3.870 -1.195  -0.68
H: -3.211 4.089 1.985  0.44
H: -2.102 1.809 2.014  0.28
H: -1.302 1.913 -2.007  0.48
H: -1.889 4.442 -2.122  0.38


No. 8
DFT (ωB97M-V/def2-TZVPD) results for C23H26F2PPd as an isolated structure.

Output
HOMO-LUMO gap	8.42	eV
spin multiplicity	1
energy relative to the best compared isomer or geometry (same formula, charge and spin)	0.0	kcal per mole
lowest unoccupied orbital energy	-3.23	eV
charge	+1

Each line ends with the Mulliken charge.
Atoms and positions in Å:
Pd: -1.091 0.227 -0.506  0.11
C: -2.799 -2.013 1.786  -1.79
C: -2.605 -0.570 1.432  1.79
C: -3.388 0.060 0.454  -1.34
C: -3.262 1.436 0.179  1.13
C: -4.164 2.097 -0.821  -1.75
C: -2.297 2.184 0.876  -0.35
C: -1.426 1.558 1.773  1.00
C: -0.351 2.339 2.469  -1.55
C: -1.579 0.187 2.025  -1.33
H: -2.720 -2.650 0.904  0.33
H: -3.788 -2.170 2.217  0.43
H: -2.058 -2.339 2.513  0.39
H: -4.147 -0.501 -0.076  0.42
H: -3.590 2.596 -1.601  0.31
H: -4.774 2.856 -0.328  0.47
H: -4.826 1.377 -1.295  0.35
H: -2.173 3.240 0.670  0.53
H: -0.008 1.824 3.366  0.40
H: -0.717 3.324 2.757  0.46
H: 0.509 2.481 1.825  0.10
H: -0.918 -0.285 2.743  0.30
C: 1.705 0.683 -2.632  -1.69
P: 1.092 0.043 -1.054  1.17
C: 2.212 0.751 0.173  1.23
C: 2.326 2.141 0.200  -1.09
C: 3.223 2.755 1.058  -0.34
C: 4.009 1.981 1.902  -0.60
C: 3.906 0.599 1.872  -0.68
C: 3.019 -0.020 1.003  -0.41
C: 1.314 -1.753 -1.135  0.71
C: 0.959 -2.480 0.011  -0.49
C: 0.955 -3.861 -0.002  -0.85
C: 1.290 -4.544 -1.167  -0.54
C: 1.643 -3.835 -2.302  -0.72
C: 1.661 -2.446 -2.286  -0.41
H: 2.742 0.367 -2.752  0.47
H: 1.678 1.773 -2.639  0.42
H: 1.107 0.304 -3.456  0.55
H: 1.717 2.753 -0.459  0.23
H: 3.309 3.833 1.068  0.43
H: 4.710 2.457 2.574  0.43
H: 4.531 -0.005 2.516  0.44
H: 2.969 -1.101 0.971  0.45
H: 0.678 -1.959 0.922  0.41
H: 0.686 -4.407 0.893  0.43
H: 1.271 -5.625 -1.184  0.42
H: 1.910 -4.357 -3.210  0.41
H: 1.943 -1.919 -3.188  0.36
F: -2.811 -0.018 -2.545  -0.28
C: -1.464 0.202 -2.438  0.07
F: -0.868 -0.755 -3.196  -0.23
H: -1.250 1.183 -2.879  0.29


No. 9
DFT (ωB97M-V/def2-TZVPD) results for one molecule with the formula C16H14F3N3O2S.

Output
HOMO-LUMO gap	8.95	eV
spin multiplicity	1
energy relative to the best compared isomer or geometry (same formula, charge and spin)	0.0	kcal per mole
lowest unoccupied orbital energy	0.06	eV
SMILES string	NCCn1cc(S(=O)(=O)c2ccccc2C(F)(F)F)c2cccnc21

Each line ends with the Mulliken charge.
Atoms and positions in Å:
O: 1.425 -0.791 -2.828  -0.62
O: 2.419 1.326 -2.089  -0.68
F: -2.888 -1.051 -3.448  -0.30
F: -1.276 -1.525 -2.132  -0.21
F: -0.875 -0.890 -4.276  -0.23
N: 1.476 0.233 3.421  -0.56
C: 0.877 -1.360 0.245  -0.53
C: 1.148 -0.090 -0.176  0.14
C: 1.828 1.521 3.656  -0.44
C: 1.248 -0.151 2.128  -0.18
C: 2.004 2.407 2.583  -0.57
C: -2.610 2.888 -2.359  -0.38
C: -1.416 3.473 -2.020  -0.79
C: 1.763 2.047 1.275  -0.12
C: -2.673 1.555 -2.753  -0.74
C: -0.293 2.686 -1.883  -0.45
C: 1.412 0.714 1.029  0.65
C: -1.509 0.743 -2.708  0.16
C: -0.303 1.309 -2.207  0.42
N: -0.613 -3.937 1.018  -0.48
N: 0.863 -1.378 1.644  0.29
C: -1.617 -0.716 -3.145  0.87
C: -0.561 -3.358 2.346  -0.65
C: 0.785 -2.597 2.503  -0.79
S: 1.265 0.394 -1.956  1.20
H: 0.627 -2.210 -0.394  0.38
H: 2.136 1.802 4.670  0.36
H: 2.355 3.413 2.787  0.37
H: -3.523 3.471 -2.352  0.38
H: -1.414 4.515 -1.742  0.40
H: 1.869 2.732 0.434  0.37
H: -3.669 1.158 -2.957  0.40
H: 0.612 3.132 -1.539  0.46
H: 0.190 -4.534 0.853  0.20
H: -1.475 -4.470 0.921  0.22
H: -0.591 -4.156 3.083  0.41
H: -1.425 -2.696 2.491  0.33
H: 0.792 -2.348 3.563  0.34
H: 1.637 -3.263 2.312  0.36


M readings, ordered: 290.8, 276.9, 100.2, 74.2, 131.2, 142.2, 606.8, 477.9, 369.4 g/mol